[1]
21
Properties=species:S:1:pos:R:3:forces:R:3:nbo_charge:R:1 method="wB97M-V/def2-TZVPD" e_homo_ev=-12.67 total_charge=+1 multiplicity=1 relative_energy_kcal_mol=0.0 homo_lumo_gap_ha=0.2307 smiles="O=[N+](NI)NCc1ccccc1"
H 1.5644 3.8493 -0.2246 -0.34 -0.44 -0.30 0.230
H -0.4663 -0.8706 -1.3970 -1.16 0.57 -0.20 0.254
C -0.8858 -0.0972 -0.7235 0.45 -1.33 0.62 -0.235
O -2.1714 -2.5464 -0.8382 0.52 -0.13 -1.21 -0.289
N -2.0688 -2.0745 0.2449 -0.76 0.23 1.20 0.514
H 3.5726 2.6569 -0.1022 0.53 0.11 0.15 0.225
C 2.6713 2.0888 -0.1883 1.82 -1.43 -0.95 -0.167
C 2.7208 0.6852 -0.2768 -0.61 1.74 1.47 -0.190
H -1.1605 -0.6922 1.4306 -0.43 -0.38 -0.88 0.433
C 0.3283 0.7129 -0.3894 -1.14 0.35 0.01 -0.098
H 3.6191 0.1953 -0.0068 0.76 -0.63 -0.32 0.230
H -2.8649 -2.4040 2.1302 0.46 2.06 2.82 0.406
C 1.5118 0.0510 -0.3004 1.15 -2.66 0.29 -0.198
H -1.6853 0.5451 -1.0753 -0.19 -0.40 -0.38 0.243
H 1.4818 -1.0547 -0.1700 0.11 0.74 -0.44 0.204
H -0.5332 2.6114 -0.3866 -3.09 1.73 -0.26 0.211
N -2.7588 -2.6751 1.2240 -0.31 -3.54 -2.54 -0.538
N -1.4251 -0.9246 0.4556 0.30 0.34 0.72 -0.360
C 0.3229 2.0876 -0.3913 1.85 -1.42 -0.03 -0.176
I -3.2898 -4.9027 1.3180 0.75 2.55 -0.57 0.493
C 1.5169 2.7585 -0.3330 -0.67 1.94 0.81 -0.191

[2]
108
Properties=species:S:1:pos:R:3:forces:R:3:mulliken_spin:R:1 method="wB97M-V/def2-TZVPD" e_homo_ev="-10.19 / -10.21" total_charge=+1 multiplicity=5 relative_energy_kcal_mol=48.2 homo_lumo_gap_ha="0.2736 / 0.2147"
C -1.9975 2.5591 -1.1183 -0.01 0.25 -0.17 0.001
C 3.6349 -2.5510 -2.5926 -0.06 -0.02 -0.06 0.046
C -1.9734 2.5846 2.5354 0.02 0.09 -0.02 0.002
C -2.7018 -2.1154 0.4729 0.05 0.04 -0.12 -0.009
C -0.4856 2.0295 -4.4112 0.01 -0.02 -0.05 -0.001
S -0.9916 1.2689 -1.8496 0.13 -0.37 0.36 -0.004
C 4.4778 -3.2657 5.7336 0.00 -0.02 0.02 0.000
C -2.1456 4.8045 3.5112 0.01 -0.01 0.04 0.000
H 1.9349 -0.1213 -4.3153 -0.04 -0.03 -0.02 0.002
C -2.6953 1.1408 -3.9892 0.06 -0.04 -0.03 0.000
C -0.6233 -3.3254 0.6840 0.06 -0.09 -0.02 -0.004
H -6.5193 2.8994 2.3990 -0.01 0.01 0.00 0.000
C 3.8621 2.1738 -1.5150 0.02 -0.01 0.02 0.013
C -2.0896 2.9013 4.9626 0.03 -0.01 -0.01 0.000
C -1.3425 0.4767 1.6051 0.03 -0.07 0.20 0.015
H -3.6885 5.3093 -2.1824 -0.02 -0.01 -0.02 0.000
H -2.3802 1.1542 -8.2017 0.00 -0.01 0.01 0.000
H -2.3485 4.8914 5.6654 0.02 0.01 0.00 0.000
C 3.5869 -5.6447 4.6696 0.00 0.00 0.00 0.003
H -1.9690 4.4563 1.4372 -0.04 0.00 -0.02 0.000
C -1.6187 0.6825 4.0073 0.00 0.00 -0.03 0.007
H 1.8714 1.3881 -1.5346 -0.07 -0.02 0.01 -0.009
C -2.0396 4.0006 2.4144 -0.03 -0.03 -0.06 0.000
C 5.6421 -3.0709 -3.8669 0.03 0.02 -0.04 -0.011
H -0.8702 -1.0484 3.0674 -0.04 -0.02 -0.04 0.012
C -1.2497 -0.0457 2.9272 -0.02 0.07 0.06 0.000
N 4.0179 -0.3710 2.2192 -0.10 0.05 -0.01 -0.004
H 3.5881 3.1824 -1.8293 0.00 0.00 -0.01 0.002
C -6.2535 4.3405 0.8081 0.02 0.00 -0.01 0.000
H 4.1759 0.2822 2.9688 0.00 0.01 -0.01 -0.002
C 5.3288 -2.0772 -4.8057 0.04 -0.04 0.00 0.026
H -4.4278 -5.7502 0.1257 0.00 0.00 0.00 0.000
H 4.7194 -4.3309 7.5663 0.00 0.00 0.00 0.000
C 2.6936 1.4940 -0.8208 0.06 0.02 -0.09 -0.013
H -4.4665 -3.3100 0.4033 0.00 0.00 0.01 0.000
H 0.5006 2.2946 -4.0485 0.03 0.01 0.02 0.000
H 4.1733 1.6053 -2.3925 0.00 -0.01 0.00 -0.002
H -3.4872 2.4434 -7.7501 0.00 0.00 -0.01 0.000
H -4.0015 1.0708 -5.6752 0.00 0.01 0.00 0.000
C 4.8210 -3.3037 -2.7943 0.00 -0.06 0.01 0.031
H 3.0119 2.5096 1.0650 0.00 0.00 0.00 -0.001
H 3.9428 -0.5669 -5.3847 0.00 0.00 0.00 -0.001
H 0.4552 -3.3488 0.8004 -0.02 0.04 0.03 -0.011
H -3.4031 0.7043 -3.2967 0.00 0.01 0.01 0.000
Cl 6.3917 -1.8237 -6.1503 -0.01 0.01 0.03 0.003
C -3.0161 1.3429 -5.3171 0.02 0.00 -0.01 0.000
H -0.7844 -5.4532 0.7693 0.00 0.00 0.01 0.000
O 2.8493 -2.8183 -1.5997 -0.07 -0.04 0.24 0.189
C 2.1911 2.2899 0.3778 0.05 -0.03 -0.01 0.033
C -1.4258 1.4942 -3.5496 0.06 0.10 0.01 -0.001
C 3.3522 -1.5517 -3.5536 0.07 0.08 -0.01 -0.038
C -4.2132 4.0970 -0.4645 0.00 0.03 -0.09 0.000
C 2.1560 -0.7735 -3.4562 -0.08 -0.08 -0.03 0.015
H -3.6825 -6.1056 1.6803 0.00 0.00 0.00 0.000
H 3.3615 -4.5932 2.8225 -0.01 0.00 -0.04 -0.012
H 4.7149 2.2413 -0.8371 0.00 0.01 0.00 0.003
C -3.4170 4.4523 -1.5795 -0.03 0.00 0.09 0.000
H 3.2437 -6.5768 4.2407 0.00 0.00 0.00 0.000
C -2.7149 -4.5342 0.5940 -0.01 0.00 0.00 0.002
Cl 5.2189 -4.5400 -1.6589 -0.02 0.03 -0.02 0.003
H 1.7645 3.2389 0.0480 0.00 0.00 0.01 -0.003
C -4.6561 2.6426 1.4244 0.02 0.03 0.04 0.001
C -2.2202 4.2482 4.8053 -0.01 0.01 -0.03 0.001
H -5.7427 5.5613 -0.8610 0.00 0.00 0.00 0.000
O -1.7415 0.0326 -1.4154 0.03 0.03 0.12 0.007
H -0.0992 2.6510 -6.4251 0.00 0.02 0.00 0.000
H 1.4268 1.7356 0.9259 -0.03 0.00 -0.01 -0.001
H 6.5399 -3.6610 -3.9904 0.00 0.00 0.00 0.000
H -2.0842 2.4557 5.9495 -0.01 0.00 0.00 0.000
O 3.1127 0.2053 -0.3983 0.01 0.18 0.16 0.424
H -1.8428 3.8292 -2.8562 -0.03 0.01 -0.01 0.000
O 1.3494 -0.7748 -2.5217 -0.15 0.20 0.08 0.099
C -1.3182 -2.1319 0.5708 -0.07 0.07 0.09 0.025
C -1.3275 -4.5201 0.6863 -0.01 0.04 0.01 0.004
H -1.8023 2.8173 -8.1332 0.00 0.00 0.00 0.000
C -2.5197 2.3830 0.1479 -0.01 0.00 -0.08 -0.002
C -1.9052 1.7235 1.3614 0.23 -0.02 -0.07 0.002
H 3.9112 -6.4791 6.6193 0.00 0.00 0.00 0.000
S -0.3528 -0.6287 0.5602 -0.79 0.21 -0.14 0.083
O 0.8263 -0.9558 1.4967 0.06 -0.27 -0.36 0.128
C -3.4737 -5.8297 0.6447 -0.01 0.01 0.00 0.000
H 4.8328 -2.3315 6.1554 -0.01 0.00 0.00 0.000
S 3.3768 -2.7109 1.1994 0.08 -0.10 0.11 0.295
C -5.8602 3.2535 1.6174 0.00 0.01 0.02 0.000
C -5.4454 4.7485 -0.2103 0.00 0.02 0.02 0.000
H -2.1668 5.8788 3.3853 -0.01 0.00 0.00 0.000
C 4.4139 -4.3932 6.5306 0.00 0.01 0.00 -0.001
Rh 1.9159 -1.3787 -0.4128 0.73 0.01 -0.25 2.668
H 4.5936 -1.3592 4.2799 0.02 -0.01 -0.01 -0.002
C 4.0928 -3.3202 4.3951 0.01 0.05 -0.02 -0.006
C -3.3866 -3.3166 0.4847 0.00 -0.02 0.00 0.004
C 3.9631 -5.5938 6.0008 -0.01 0.01 -0.01 0.001
C 3.6489 -4.5201 3.8560 0.02 0.01 0.02 0.016
C -3.7797 3.0561 0.3856 -0.01 -0.20 0.09 0.000
C -2.3783 3.6516 -1.9338 -0.11 -0.09 0.03 0.000
C -0.8275 2.2320 -5.7420 0.03 -0.01 0.00 0.000
H -1.6022 0.2477 4.9983 -0.01 0.00 0.01 0.001
N 4.2059 -2.0851 3.6946 -0.02 0.00 0.01 0.001
C -2.4596 2.0946 -7.6530 0.00 0.00 0.00 0.000
H 3.7735 -0.0153 1.2923 0.06 -0.02 0.01 0.008
H -3.2315 -1.1785 0.3720 -0.01 0.04 0.00 0.000
C 3.8700 -1.6737 2.4612 -0.04 -0.05 -0.04 -0.026
H -4.3771 1.8123 2.0585 0.00 -0.01 0.00 0.000
C 4.1959 -1.3299 -4.6592 -0.03 0.01 0.03 -0.016
H -7.2008 4.8315 0.9855 0.00 0.00 0.00 0.000
H -2.9021 -6.6408 0.1960 0.00 0.00 0.00 0.000
C -2.0926 1.8954 -6.2099 -0.03 -0.02 -0.01 0.000
C -1.9124 2.0542 3.8410 0.01 0.01 0.05 0.002

[3]
23
Properties=species:S:1:pos:R:3:forces:R:3:mulliken_spin:R:1 method="wB97M-V/def2-TZVPD" e_homo_ev="-14.27 / -14.27" total_charge=+1 multiplicity=2 relative_energy_kcal_mol=14.7 homo_lumo_gap_ha="0.3855 / 0.2325"
H -4.3264 -1.1192 0.2546 0.97 -0.06 0.32 0.024
H 3.0587 1.7088 1.5828 0.66 -0.14 -0.14 0.000
C 2.8027 0.7995 1.0329 -0.18 -0.40 1.09 0.008
H -2.4099 1.5809 -1.7289 0.12 0.08 -0.04 0.010
H 4.3965 1.3446 -0.2457 -0.31 -0.11 -1.17 0.000
C 3.8162 0.4397 -0.0634 0.18 0.27 1.46 0.000
H 4.5724 -0.2198 0.3646 -0.11 -0.18 0.11 0.000
H -3.8982 -1.7257 -1.2758 -0.39 0.40 -0.52 0.045
H 2.6243 0.0849 3.0945 -0.43 0.04 0.20 0.000
H 3.3608 -0.1259 -0.8719 0.19 0.51 -0.48 0.001
H 1.6104 -0.7869 1.9006 -0.01 -0.35 0.51 0.001
C -3.8472 -0.8046 -0.6832 -0.28 0.39 0.50 0.020
H 0.0196 1.5741 -1.0188 0.43 -0.20 -0.06 -0.008
N -1.4755 -1.0988 0.0208 -0.18 1.01 -1.04 -0.083
C 2.5807 -0.3351 2.0971 -0.07 0.79 -0.73 -0.002
H -4.4662 0.0590 -0.9323 -0.09 -0.45 -0.99 -0.005
N -0.5904 0.7793 -0.8949 -1.47 0.13 -0.06 0.017
C -1.9009 0.7923 -1.1982 1.23 0.83 -0.26 0.372
H 3.3443 -1.1081 2.0971 0.06 -0.04 -0.39 0.000
C -2.4341 -0.3894 -0.6453 -1.12 -1.84 1.83 0.311
C -0.3903 -0.3863 -0.1619 0.68 -0.51 0.14 0.227
H 1.8222 1.1323 0.6589 0.04 -0.36 -0.40 -0.002
H 0.5918 -0.7027 0.1526 0.10 0.22 0.11 0.065

Question: Look up the multiplicity of the third one.
Answer: 2